{"formula": "CHF3N2O", "method": "the ωB97M-V functional and the def2-TZVPD basis", "elements": ["H", "F", "N", "F", "F", "N", "C", "O"], "positions_angstrom": [[1.90818, 0.87955, -0.75316], [-1.13876, -0.44921, 1.83588], [-1.18214, -0.96302, 0.54785], [-2.24441, -0.46244, 0.03816], [0.56687, -0.97048, -1.58988], [0.16680, -0.11917, -0.69982], [1.08188, 0.73182, -0.19639], [0.84159, 1.35294, 0.81734]], "total_energy_ha": -522.7346, "total_charge": 0, "lumo_energy_ha": [-0.07252, -0.04166], "spin_multiplicity": 1}